A molecular structure, C41H57N3O4PRuSTe at a distorted geometry. Source: the OMol25 dataset; level of theory: the ωB97M-V functional and the def2-TZVPD basis.

Last column: Mulliken charge in e.
Geometry (Å):
Ru -0.74 0.86 -0.87  1.600
C 2.89 0.30 0.24  -1.545
C 3.03 -0.54 -1.01  0.605
C 3.79 -1.71 -0.98  -0.672
C 3.86 -2.54 -2.08  -1.156
C 3.18 -2.20 -3.25  -0.969
C 2.44 -1.03 -3.32  1.290
C 1.73 -0.67 -4.60  -1.455
C 2.35 -0.21 -2.19  -0.430
N 1.50 0.93 -2.22  2.531
H 2.97 -0.32 1.13  0.506
H 1.93 0.81 0.27  -0.124
H 3.67 1.06 0.30  0.412
H 4.32 -1.97 -0.07  0.507
H 4.44 -3.45 -2.04  0.479
H 3.24 -2.85 -4.11  0.447
H 2.05 -1.32 -5.40  0.499
H 1.96 0.36 -4.90  0.227
H 0.64 -0.76 -4.50  0.215
C -4.88 1.22 -1.12  -1.168
S -3.52 0.20 -1.67  1.183
O -2.58 1.13 -2.35  -0.711
O -4.04 -0.84 -2.51  -0.618
O -2.86 -0.31 -0.44  -0.874
H -5.04 1.97 -1.89  0.391
H -4.61 1.67 -0.17  0.286
H -5.76 0.58 -1.02  0.408
C -2.08 4.58 -2.06  -1.745
C -1.29 4.52 -0.75  2.450
C -0.77 5.91 -0.38  -1.609
C -2.23 4.01 0.36  -1.601
P 0.07 3.20 -0.84  -0.337
C 1.10 3.65 0.62  1.175
C 0.73 3.07 1.83  0.008
C 1.40 3.36 3.01  -1.049
C 2.46 4.25 3.00  -0.893
C 2.84 4.84 1.80  -0.863
C 2.16 4.56 0.63  -0.376
C 1.14 3.36 -2.39  2.420
C 0.24 3.08 -3.62  -2.064
C 2.17 2.24 -2.24  -2.458
C 1.89 4.67 -2.65  -2.019
H -2.99 5.16 -1.89  0.623
H -2.36 3.59 -2.41  0.212
H -1.52 5.09 -2.84  0.213
H -1.62 6.60 -0.35  0.514
H -0.06 6.29 -1.11  0.224
H -0.30 5.91 0.60  0.317
H -3.16 4.59 0.35  0.606
H -1.78 4.11 1.35  0.273
H -2.50 2.96 0.20  -0.002
H -0.11 2.38 1.86  -0.099
H 1.08 2.91 3.94  0.432
H 3.00 4.47 3.91  0.413
H 3.67 5.54 1.78  0.463
H 2.46 5.07 -0.27  0.236
H -0.58 2.38 -3.40  0.213
H 0.85 2.67 -4.43  0.369
H -0.20 4.00 -3.99  0.463
H 0.91 0.87 -3.04  -0.044
H 2.74 2.37 -1.32  0.205
H 2.87 2.29 -3.08  0.389
H 1.25 5.54 -2.50  0.243
H 2.22 4.68 -3.69  0.529
H 2.77 4.77 -2.03  0.522
C 0.67 -5.79 3.00  -1.065
C 1.63 -5.31 1.92  -0.729
N 0.94 -4.86 0.71  0.434
C 1.03 -5.70 -0.48  -0.634
C 0.16 -6.95 -0.41  -1.223
C 0.36 -3.64 0.75  -0.051
O 0.44 -2.94 1.75  -0.561
C -0.35 -3.12 -0.47  0.473
C -1.37 -3.76 -1.16  0.104
C -1.88 -3.17 -2.30  -1.004
C -1.40 -1.93 -2.70  -1.129
N -0.47 -1.26 -2.02  0.404
C 0.04 -1.86 -0.93  -0.101
H 1.24 -6.14 3.87  0.418
H 0.05 -6.60 2.64  0.302
H 0.03 -4.97 3.33  0.228
H 2.31 -6.11 1.63  0.455
H 2.22 -4.47 2.30  0.320
H 2.08 -5.99 -0.60  0.504
H 0.77 -5.10 -1.35  0.298
H 0.46 -7.59 0.41  0.338
H 0.25 -7.51 -1.34  0.418
H -0.89 -6.68 -0.27  0.262
H -1.75 -4.72 -0.83  0.497
H -2.66 -3.65 -2.88  0.536
H -1.79 -1.45 -3.58  0.384
H 0.87 -1.37 -0.44  0.303
C -0.44 -0.10 3.66  -1.020
Te -1.32 0.04 1.71  0.528
C -2.68 -1.45 2.41  -1.056
C -2.53 -1.47 3.91  0.466
C -3.45 -2.15 4.70  -0.768
C -3.30 -2.20 6.07  -0.640
C -2.23 -1.55 6.67  -0.630
C -1.31 -0.86 5.89  -0.700
C -1.45 -0.82 4.51  0.677
H -0.19 0.87 4.07  0.384
H 0.47 -0.70 3.59  0.536
H -2.41 -2.40 1.97  0.358
H -3.68 -1.18 2.09  0.707
H -4.29 -2.66 4.23  0.490
H -4.02 -2.73 6.68  0.412
H -2.11 -1.58 7.75  0.412
H -0.48 -0.35 6.36  0.449

LUMO level (spin up / spin down): -0.07081 / -0.13339 Eh
HOMO-LUMO gap (spin up / spin down): 8.408 / 6.696 eV
charge: +1
spin multiplicity: 5
HOMO (spin up / spin down): -10.33 / -10.33 eV


A molecular structure, C28H34IrN7O2S2 at a distorted geometry. Source: the OMol25 dataset; level of theory: the ωB97M-V functional and the def2-TZVPD basis.

Last column: Mulliken charge in e.
Geometry (Å):
Ir 0.64 0.79 -0.51  1.933
C 0.39 3.75 -0.17  -0.870
C -0.52 3.39 -1.37  -0.080
N -0.10 2.12 -2.03  -0.458
C 0.81 2.38 -3.18  -0.741
C 1.90 1.32 -3.27  -0.993
N 2.43 1.02 -1.92  -0.592
C 3.41 1.95 -1.34  -0.789
C 2.71 3.17 -0.75  -0.721
N 1.49 2.76 0.00  -0.686
H 0.81 4.75 -0.27  0.407
H -0.21 3.74 0.75  0.450
H -1.53 3.23 -1.01  -0.346
H -0.56 4.18 -2.11  0.655
H -0.96 1.67 -2.36  0.312
H 0.22 2.39 -4.10  0.482
H 1.24 3.37 -3.07  0.424
H 1.48 0.39 -3.65  0.439
H 2.69 1.63 -3.95  0.472
H 2.87 0.11 -1.98  0.384
H 3.92 1.41 -0.54  0.325
H 4.18 2.25 -2.06  0.454
H 3.39 3.71 -0.09  0.530
H 2.42 3.87 -1.53  0.354
H 1.72 2.70 0.98  0.521
O -2.60 1.04 -2.05  -0.962
S -2.58 0.36 -0.77  1.390
O -3.62 -0.59 -0.50  -0.688
N -1.09 -0.36 -0.59  0.691
C -0.94 -1.72 -0.97  0.348
C -1.90 -2.64 -1.36  -0.530
C -1.55 -3.96 -1.71  -1.200
C -0.27 -4.41 -1.66  -0.954
C 0.75 -3.52 -1.27  1.052
C 2.11 -3.89 -1.17  -0.825
C 3.05 -2.97 -0.79  -1.309
C 2.63 -1.66 -0.54  0.007
N 1.37 -1.28 -0.64  0.205
C 0.41 -2.18 -0.96  -0.237
C -2.69 1.61 0.47  0.006
C -2.15 1.44 1.73  0.348
C -2.38 2.39 2.71  -0.821
C -3.18 3.49 2.43  -0.705
C -3.75 3.63 1.17  -0.698
C -3.52 2.69 0.19  -0.808
H -2.94 -2.37 -1.40  0.766
H -2.35 -4.62 -2.01  0.469
H -0.01 -5.43 -1.93  0.479
H 2.40 -4.90 -1.41  0.493
H 4.09 -3.22 -0.70  0.517
H 3.34 -0.90 -0.25  0.638
H -1.54 0.57 1.93  0.163
H -1.95 2.27 3.70  0.486
H -3.37 4.23 3.20  0.453
H -4.40 4.48 0.96  0.466
H -3.97 2.79 -0.79  0.592
N 2.99 -0.77 2.98  -0.347
C 1.75 -0.93 2.51  0.475
S 0.94 0.51 1.92  -0.580
N 1.21 -2.13 2.58  -0.070
C -0.14 -2.58 2.41  0.212
C -1.21 -1.83 2.88  -0.351
C -2.49 -2.34 2.71  -0.517
C -2.69 -3.58 2.14  -0.782
C -1.60 -4.34 1.74  -0.622
C -0.32 -3.84 1.87  -0.642
H 3.37 0.16 3.01  0.272
H 3.43 -1.47 3.57  0.217
H 1.84 -2.88 2.85  0.376
H -1.05 -0.90 3.39  0.872
H -3.34 -1.76 3.06  0.435
H -3.70 -3.97 2.02  0.454
H -1.75 -5.33 1.33  0.466
H 0.53 -4.43 1.56  0.432

LUMO level (spin up / spin down): -0.23875 / -0.23873 Eh
HOMO-LUMO gap (spin up / spin down): 6.469 / 6.469 eV
charge: +2
spin multiplicity: 1
HOMO (spin up / spin down): -12.97 / -12.97 eV


A single C4H7NO molecule at a distorted geometry. Source: the OMol25 dataset; level of theory: the ωB97M-V functional and the def2-TZVPD basis.

Last column: natural (NBO) charge in e.
Geometry (Å):
C -1.20 -0.72 0.12  -0.086
O -0.05 -1.52 0.32  -0.529
C 1.13 -0.74 0.22  -0.087
C 0.72 0.73 0.27  -0.088
N 0.19 1.28 -0.92  -0.638
C -0.76 0.73 -0.02  -0.078
H -1.83 -0.76 1.03  0.180
H -1.80 -1.11 -0.71  0.181
H 1.83 -1.05 1.02  0.189
H 1.61 -0.97 -0.74  0.170
H 1.16 1.45 0.95  0.200
H 0.45 1.21 -1.87  0.387
H -1.45 1.48 0.33  0.199

LUMO level: 0.04174 Eh
HOMO-LUMO gap: 10.135 eV
charge: 0
spin multiplicity: 1
HOMO: -9.00 eV
SMILES: C1OC[C@H]2N[C@@H]12


A molecular structure, C32H60EuN2OP3 at a distorted geometry. Source: the OMol25 dataset; level of theory: the ωB97M-V functional and the def2-TZVPD basis.

Last column: Mulliken charge in e.
Geometry (Å):
C -0.04 2.39 -2.04  0.490
C -1.07 2.13 0.07  -0.078
C -0.78 3.57 -2.29  -0.932
C -1.71 3.40 -0.07  -0.538
C -1.60 4.07 -1.32  -0.946
H -0.68 4.04 -3.25  0.582
H -2.17 3.82 0.80  0.655
H -2.14 5.04 -1.43  0.380
N -0.15 1.76 -0.87  0.454
P 1.69 0.23 -2.76  0.685
P -2.23 0.54 2.63  -0.208
C 0.89 1.89 -3.13  -1.911
H 0.34 1.78 -4.08  0.560
H 1.67 2.62 -3.36  0.808
C 1.01 -3.27 0.44  0.204
O 0.74 -4.40 0.52  -0.325
C -1.20 1.30 1.29  -1.090
H -0.21 1.49 1.91  0.426
C -3.74 1.37 3.45  2.143
C -1.06 -0.44 3.72  2.201
C 0.95 -1.08 -3.96  2.187
C 3.55 0.61 -2.98  1.717
C -4.88 0.35 3.22  -1.442
H -4.62 -0.60 3.73  0.255
H -5.82 0.74 3.65  0.511
H -5.05 0.13 2.16  0.197
C -3.52 1.60 4.95  -1.900
H -3.34 0.68 5.52  0.294
H -2.71 2.32 5.14  0.403
H -4.43 2.04 5.37  0.532
C -3.94 2.79 2.84  -1.398
H -4.88 3.24 3.25  0.480
H -3.10 3.46 3.13  0.383
H -4.01 2.79 1.75  0.233
C -1.85 -1.65 4.26  -1.698
H -2.23 -2.28 3.44  0.303
H -1.17 -2.28 4.86  0.464
H -2.69 -1.36 4.92  0.343
C 0.18 -0.95 2.93  -1.750
H -0.12 -1.61 2.09  0.160
H 0.81 -0.09 2.61  -0.065
H 0.81 -1.55 3.61  0.818
C -0.50 0.47 4.82  -1.789
H -1.22 0.72 5.61  0.407
H 0.32 -0.06 5.33  0.477
H -0.08 1.40 4.41  0.296
C 4.40 -0.67 -2.81  -1.492
H 5.46 -0.37 -2.84  0.540
H 4.21 -1.17 -1.85  -0.171
H 4.24 -1.39 -3.62  0.243
C 3.95 1.60 -1.86  -1.571
H 3.37 2.54 -1.90  0.305
H 3.84 1.17 -0.86  0.131
H 5.01 1.86 -2.00  0.566
C 3.81 1.23 -4.36  -1.674
H 4.83 1.62 -4.36  0.541
H 3.74 0.48 -5.16  0.335
H 3.13 2.05 -4.60  0.233
C -0.39 -0.58 -4.53  -2.139
H -0.25 0.22 -5.27  0.448
H -0.89 -1.42 -5.04  0.521
H -1.08 -0.23 -3.74  0.378
C 0.71 -2.38 -3.16  -1.585
H -0.03 -2.26 -2.35  0.127
H 0.30 -3.13 -3.86  0.597
H 1.64 -2.79 -2.74  0.233
C 1.90 -1.38 -5.12  -1.827
H 2.10 -0.51 -5.74  0.336
H 2.85 -1.81 -4.78  0.276
H 1.42 -2.14 -5.76  0.522
Eu 0.99 -0.45 0.09  0.655
N -1.12 -1.18 0.39  -0.749
C -1.86 -0.18 0.77  0.497
C -3.11 -0.04 -0.20  2.679
C -3.99 1.19 -0.10  -1.472
C -2.56 -0.13 -1.63  -2.088
C -3.94 -1.30 -0.03  -1.875
H -4.61 1.21 0.79  0.450
H -3.43 2.11 -0.17  -0.139
H -4.69 1.21 -0.95  0.481
H -1.97 -1.04 -1.73  0.459
H -3.36 -0.13 -2.38  0.559
H -1.90 0.71 -1.88  0.097
H -4.69 -1.39 -0.84  0.437
H -3.22 -2.13 -0.06  0.343
H -4.39 -1.36 0.96  0.281
C 3.49 -2.70 2.77  -1.328
P 3.47 -2.02 1.06  1.020
C 4.93 -0.89 1.18  -1.324
C 4.27 -3.45 0.22  -1.281
H 2.72 -3.49 2.88  0.371
H 4.48 -3.13 2.99  0.461
H 3.27 -1.89 3.49  0.350
H 5.79 -1.42 1.62  0.432
H 5.20 -0.50 0.19  0.321
H 4.66 -0.04 1.83  0.342
H 5.18 -3.73 0.75  0.425
H 3.58 -4.30 0.20  0.411
H 4.52 -3.18 -0.82  0.334

LUMO level (spin up / spin down): -0.08432 / -0.08428 Eh
HOMO-LUMO gap (spin up / spin down): 6.298 / 6.419 eV
charge: +1
spin multiplicity: 8
HOMO (spin up / spin down): -8.59 / -8.71 eV


It is found that the ΔE to the lowest compared entry with this formula, charge and spin values, taken in the order of the records, are 0.000; 1.945; 2.840; 4.293 eV.
It is found that the molar mass values, taken in the order of the records, are 947.6; 757.0; 85.1; 733.7 g/mol.